Entry 1:
DFT (wB97M-V/def2-TZVPD) results for a structure of composition C5H7N3 at a distorted geometry.

```
! RIJCOSX wB97M-V def2-TZVPD def2/J DEFGRID3
* xyz 0 1
C 0.936 -0.824 1.294
C 0.430 -1.476 -0.977
C -1.005 -0.971 -0.575
C 1.076 0.898 -0.408
C -0.349 1.292 0.134
H -0.367 -1.167 1.388
H 1.624 -1.716 1.370
H 1.422 -0.076 1.969
H 0.607 -1.428 -2.015
H 0.465 -2.475 -0.584
H 1.181 1.139 -1.511
H 1.786 1.342 0.409
N 1.260 -0.503 -0.190
N -2.022 0.018 -0.063
N -1.130 2.038 0.563
*
```

Values from the calculation:
E_HOMO	-8.81	eV
energy above the lowest of the compared OMol25 structures with the same formula, charge and spin	215.61	kcal per mole

---

Entry 2:
DFT (wB97M-V/def2-TZVPD) results for the molecule C5H7N3 at a distorted geometry.

```
! RIJCOSX wB97M-V def2-TZVPD def2/J DEFGRID3
* xyz 0 1
N 3.366 -0.088 -0.410
C 2.175 -0.346 0.170
C 0.965 -1.228 0.471
C -0.396 -0.875 -0.056
N -1.443 -1.845 -0.188
N -1.105 0.570 0.088
C -0.354 1.798 -0.679
C -0.083 1.591 0.774
H 1.083 -2.309 0.737
H -2.457 -1.744 -0.293
H -0.855 -2.788 -0.762
H -1.239 2.398 -1.005
H 0.532 1.651 -1.227
H 0.725 1.137 1.098
H -0.913 2.080 1.282
*
```

Values from the calculation:
E_HOMO	-8.43	eV
SMILES	N#C/C=C(/N)N1CC1
energy above the lowest of the compared OMol25 structures with the same formula, charge and spin	190.83	kcal per mole

---

Look up the E_HOMO of the second one. -8.43 eV